[1]
{"formula": "C4H9BrNO", "method": "ωB97M-V/def2-TZVPD", "symbols": ["C", "C", "C", "C", "N", "O", "Br", "H", "H", "H", "H", "H", "H", "H", "H", "H"], "xyz": [[0.015, 1.256, -0.696], [0.801, 0.079, -0.251], [0.558, -2.440, 0.262], [0.137, -1.072, 0.001], [-0.707, 2.363, 0.382], [-1.224, -0.889, -0.103], [2.663, 0.509, 0.033], [-0.771, 1.016, -1.443], [0.568, 1.915, -1.209], [-0.166, -3.347, 0.051], [0.808, -2.574, 1.282], [1.484, -2.650, -0.229], [0.072, 2.676, 0.884], [-1.308, 1.779, 1.051], [-1.288, 3.113, -0.010], [-1.642, -1.734, -0.007]], "lumo_ev": -3.665, "homo_ev": -12.845, "mol_weight_g_mol": 167.0, "total_energy_ha": -2861.5189, "charge": 1}



[2]
{"formula": "C24H51ErO6Sb", "method": "ωB97M-V/def2-TZVPD", "symbols": ["Er", "C", "C", "O", "C", "C", "O", "C", "C", "O", "C", "C", "O", "C", "C", "O", "C", "C", "O", "H", "H", "H", "H", "H", "H", "H", "H", "H", "H", "H", "H", "H", "H", "H", "H", "H", "H", "H", "H", "H", "H", "H", "H", "C", "C", "C", "C", "Sb", "C", "C", "C", "C", "C", "C", "C", "C", "H", "H", "H", "H", "H", "H", "H", "H", "H", "H", "H", "H", "H", "H", "H", "H", "H", "H", "H", "H", "H", "H", "H", "H", "H", "H", "H"], "xyz": [[0.364, 1.354, 1.115], [-2.436, 1.683, 3.082], [-1.466, 2.802, 3.359], [-0.773, 3.227, 2.101], [-1.578, 4.056, 1.228], [-1.843, 3.336, -0.072], [-0.596, 2.765, -0.565], [0.212, 3.739, -1.317], [1.685, 3.303, -1.381], [1.960, 2.409, -0.291], [3.346, 2.149, -0.020], [3.470, 2.214, 1.448], [2.523, 1.290, 2.151], [2.941, 0.065, 2.750], [1.863, -0.412, 3.631], [0.628, -0.318, 2.814], [-0.491, -0.768, 3.615], [-1.708, -0.553, 2.803], [-1.706, 0.777, 2.246], [-3.405, 1.970, 2.674], [-2.689, 1.212, 4.012], [-0.626, 2.488, 3.885], [-1.954, 3.683, 3.762], [-1.135, 5.054, 1.056], [-2.540, 4.261, 1.744], [-2.261, 3.969, -0.867], [-2.439, 2.479, 0.191], [0.147, 4.671, -0.782], [-0.266, 3.794, -2.259], [2.226, 4.307, -1.113], [1.938, 2.907, -2.410], [4.056, 2.925, -0.311], [3.584, 1.135, -0.389], [3.192, 3.158, 1.809], [4.477, 1.909, 1.809], [3.867, 0.224, 3.348], [3.198, -0.622, 1.954], [1.706, 0.271, 4.512], [2.052, -1.448, 4.009], [-0.357, -0.223, 4.558], [-0.390, -1.799, 3.819], [-2.622, -0.685, 3.313], [-1.779, -1.256, 1.982], [0.722, 0.503, -3.341], [0.871, -1.010, -2.931], [2.351, -1.371, -2.828], [0.215, -1.832, -4.068], [-0.128, -1.254, -1.025], [0.461, -3.259, -0.251], [0.162, -4.312, -1.278], [1.977, -3.173, 0.068], [-0.293, -3.556, 1.055], [-2.171, -1.324, -1.586], [-2.724, -2.538, -2.414], [-3.041, -1.204, -0.350], [-2.477, -0.128, -2.420], [0.153, 0.613, -4.223], [1.739, 0.883, -3.440], [0.205, 1.117, -2.555], [2.903, -1.163, -3.737], [2.487, -2.420, -2.621], [2.758, -0.802, -2.060], [0.797, -1.591, -4.987], [-0.854, -1.622, -4.161], [0.380, -2.945, -3.934], [0.810, -4.088, -2.138], [-0.913, -4.217, -1.532], [0.383, -5.315, -0.991], [2.573, -3.167, -0.809], [2.275, -3.974, 0.714], [2.074, -2.205, 0.555], [-1.362, -3.476, 0.978], [-0.053, -2.811, 1.839], [-0.095, -4.511, 1.504], [-2.629, -3.410, -1.842], [-2.249, -2.694, -3.413], [-3.795, -2.495, -2.561], [-2.849, -1.905, 0.421], [-4.082, -1.270, -0.706], [-3.017, -0.133, 0.076], [-2.059, -0.052, -3.446], [-2.277, 0.856, -1.935], [-3.603, -0.249, -2.627]], "lumo_ev": [-8.321, -8.196], "homo_ev": [-16.821, -16.810], "mol_weight_g_mol": 724.7, "multiplicity": 4, "total_energy_ha": -2650.8183, "charge": 3}



[3]
{"formula": "C22H32N4O3", "method": "ωB97M-V/def2-TZVPD", "symbols": ["C", "C", "C", "C", "C", "N", "C", "O", "N", "C", "C", "C", "C", "C", "C", "C", "O", "H", "H", "C", "O", "N", "H", "C", "H", "H", "C", "N", "C", "C", "C", "C", "H", "H", "H", "C", "C", "H", "H", "H", "H", "H", "H", "H", "H", "H", "H", "H", "H", "H", "H", "H", "H", "H", "H", "H", "H", "H", "H", "H", "H"], "xyz": [[6.918, -2.410, 2.838], [7.524, -1.502, 1.775], [6.549, -1.244, 0.629], [7.151, -0.324, -0.430], [6.233, -0.138, -1.637], [4.956, 0.461, -1.263], [4.969, 1.821, -1.019], [5.960, 2.502, -1.135], [3.767, 2.369, -0.638], [2.596, 1.670, -0.496], [1.415, 2.290, -0.101], [0.247, 1.555, 0.017], [0.259, 0.180, -0.232], [1.428, -0.439, -0.614], [2.604, 0.296, -0.761], [3.844, -0.367, -1.178], [3.915, -1.548, -1.442], [1.469, -1.500, -0.809], [-0.635, -0.410, -0.097], [-0.982, 2.289, 0.461], [-0.924, 3.242, 1.212], [-2.136, 1.825, -0.065], [-2.109, 1.041, -0.698], [-3.424, 2.374, 0.291], [-3.206, 3.279, 0.862], [-3.981, 2.642, -0.610], [-4.278, 1.419, 1.141], [-5.266, 0.705, 0.353], [-4.682, -0.294, -0.523], [-5.747, -0.906, -1.429], [-6.860, -1.547, -0.604], [-7.957, -2.115, -1.497], [-8.741, -2.570, -0.896], [-8.401, -1.327, -2.101], [-7.552, -2.873, -2.165], [-7.407, -0.482, 0.345], [-6.285, 0.102, 1.195], [-6.690, 0.878, 1.850], [-5.857, -0.693, 1.835], [-8.171, -0.908, 0.997], [-7.861, 0.321, -0.239], [-6.433, -2.362, -0.008], [-5.281, -1.646, -2.083], [-6.172, -0.116, -2.050], [-3.930, 0.190, -1.150], [-4.186, -1.095, 0.059], [-3.610, 0.733, 1.694], [-4.824, 2.012, 1.877], [1.393, 3.347, 0.121], [3.778, 3.363, -0.451], [6.710, 0.522, -2.365], [6.004, -1.101, -2.096], [8.090, -0.747, -0.789], [7.368, 0.654, 0.005], [6.269, -2.193, 0.166], [5.637, -0.795, 1.032], [8.431, -1.963, 1.378], [7.808, -0.550, 2.228], [7.630, -2.588, 3.641], [6.026, -1.957, 3.264], [6.641, -3.369, 2.406]], "lumo_ev": -0.058, "homo_ev": -8.969, "mol_weight_g_mol": 400.5, "total_energy_ha": -1302.3681}